14
Properties=species:S:1:pos:R:3 method="wB97M-V/def2-TZVPD" relative_energy_kj_mol=465.7 energy_ha=-357.87249 lumo_energy_ev=0.629 e_homo_ev=-9.1 gap_ev=9.71
H 0.204 1.988 0.085
N 1.146 2.054 -0.157
C 1.816 0.956 -0.080
N 1.348 -0.358 0.309
O 2.122 -1.381 -0.370
C -0.030 -0.519 -0.054
N -0.953 0.339 -0.246
C -2.287 -0.143 -0.024
H 2.917 1.125 0.158
H 2.297 -1.792 0.526
H -0.302 -1.504 -0.151
H -3.011 0.692 0.061
H -2.486 -0.849 0.844
H -2.782 -0.606 -0.899